Entry 1:
The following is a DFT calculation (ωB97M-V with the def2-TZVPD basis set) of C28H36CsN2O6Te as an isolated structure at a distorted geometry.

Summary:
LUMO	1.755	eV
highest occupied orbital energy	-3.27	eV
net charge	-1
frontier orbital gap	0.18475	Ha
energy above the lowest of the compared OMol25 structures with the same formula, charge and spin	1.0699	eV

CARTESIAN COORDINATES (ANGSTROEM)
N1 2.22 -0.06 -6.59
O1 -1.23 2.30 0.72
C1 -3.25 2.29 -1.36
C2 -0.11 -0.28 -5.85
H1 3.33 -3.62 0.30
H2 1.07 -4.57 -0.15
H3 3.28 -1.97 2.09
C3 -2.03 3.22 0.67
H4 3.25 -0.94 -8.16
H5 1.84 -2.06 -2.77
H6 -1.63 5.15 1.52
O2 2.95 1.05 -8.57
C4 2.54 -3.05 -0.22
C5 0.94 -0.30 -6.94
H7 1.91 -0.82 2.09
H8 -4.80 4.12 -3.80
H9 3.15 -0.73 0.82
N2 -0.77 0.13 -3.59
C6 -1.39 -0.70 -6.16
H10 4.17 0.24 -7.19
Te1 -0.01 0.89 3.53
H11 2.41 0.44 -5.74
H12 2.93 -1.10 7.41
C7 -2.09 4.20 1.81
H13 -2.72 -0.24 -3.08
H14 -1.53 3.78 2.65
H15 2.19 -2.23 9.34
C8 -0.68 -0.60 6.17
H16 2.22 -4.75 -1.48
C9 -4.07 4.97 -1.97
O3 0.65 -3.44 -1.75
H17 -3.16 5.48 -0.11
H18 -3.37 -1.02 -5.38
C10 -3.39 4.67 -0.80
C11 0.86 -1.41 7.87
H19 3.12 -0.63 4.26
H20 0.61 -3.01 9.30
C12 1.63 -4.03 -0.91
H21 -3.12 4.41 2.11
C13 1.90 -0.96 7.07
C14 2.58 -1.41 1.46
C15 -2.11 -0.44 5.74
C16 -2.93 3.39 -0.50
H22 -2.78 -1.01 6.39
C17 0.15 0.14 -4.55
H23 1.75 -3.68 -3.50
H24 2.73 1.04 4.55
H25 -2.41 0.61 5.75
Cs1 -1.28 -0.23 0.20
H26 3.77 0.16 5.69
H27 0.79 -1.42 10.03
H28 1.12 0.49 -4.23
O4 0.63 -0.57 -8.09
C18 1.69 -0.34 5.84
C19 -4.30 3.92 -2.87
H29 -1.27 -1.56 7.98
C20 -0.43 -1.22 7.39
H30 -4.11 1.83 -3.28
H31 -2.25 -0.77 4.70
C21 3.21 0.03 -7.65
O5 -3.01 1.07 -1.05
H32 3.06 -2.39 -0.93
H33 0.35 -2.58 -3.55
O6 1.79 -2.29 0.68
H34 -4.40 5.97 -2.18
C22 -2.36 -0.70 -5.17
C23 1.19 -2.91 -2.94
H35 2.11 0.83 -9.00
C24 -2.00 -0.28 -3.90
C25 1.12 -2.05 9.20
C26 -3.90 2.63 -2.58
C27 0.38 -0.13 5.37
C28 2.90 0.09 5.05
H36 -1.60 -1.02 -7.18



Entry 2:
The following is a DFT calculation (ωB97M-V with the def2-TZVPD basis set) of one molecule with the formula C4H6N2S at a distorted geometry.

Summary:
LUMO	0.898	eV
highest occupied orbital energy	-8.29	eV
frontier orbital gap	0.33784	Ha
energy above the lowest of the compared OMol25 structures with the same formula, charge and spin	0.5816	eV
structure (SMILES)	Nc1ccc(S)[nH]1

CARTESIAN COORDINATES (ANGSTROEM)
S1 -1.88 1.22 2.15
H1 -0.16 -1.54 -2.42
N1 -0.82 0.27 -0.29
C1 -0.61 0.50 1.08
H2 1.01 0.01 2.37
H3 -1.47 2.51 1.91
H4 2.11 -1.13 0.05
C2 0.56 -0.10 1.41
N2 0.25 -0.61 -2.21
C3 0.25 -0.39 -0.82
H5 -1.57 0.60 -0.86
H6 1.19 -0.67 -2.54
C4 1.14 -0.69 0.17



Entry 3:
The following is a DFT calculation (ωB97M-V with the def2-TZVPD basis set) of one molecule with the formula CH3ClN2O2 at a distorted geometry.

Summary:
LUMO (alpha / beta)	-1.425 / -1.424	eV
highest occupied orbital energy (alpha / beta)	-9.20 / -9.20	eV
frontier orbital gap (alpha / beta)	0.28583 / 0.28587	Ha
energy above the lowest of the compared OMol25 structures with the same formula, charge and spin	6.4014	eV

CARTESIAN COORDINATES (ANGSTROEM)
N1 1.16 1.57 0.14
Cl1 1.80 0.74 -0.99
N2 -0.51 -0.49 -0.45
O1 -1.29 0.23 -1.06
O2 0.70 -0.85 -0.98
H1 -1.70 -0.89 1.23
H2 0.39 2.15 0.00
H3 0.11 -1.49 1.36
C1 -0.67 -0.97 0.74



Entry 4:
The following is a DFT calculation (ωB97M-V with the def2-TZVPD basis set) of C21H21BrN7O11SeZr as an isolated structure at a distorted geometry.

Summary:
LUMO	2.203	eV
highest occupied orbital energy	-5.67	eV
net charge	-1
frontier orbital gap	0.28933	Ha
energy above the lowest of the compared OMol25 structures with the same formula, charge and spin	2.4068	eV

CARTESIAN COORDINATES (ANGSTROEM)
O1 -2.87 -3.23 0.95
C1 -4.24 1.20 -2.18
C2 1.51 4.58 -1.23
H1 0.21 -0.56 4.92
H2 0.47 0.81 -4.00
O2 -0.62 -1.82 0.27
N1 1.33 -2.46 -1.89
H3 1.42 -1.75 4.68
H4 -4.85 1.77 -1.49
O3 -1.47 2.02 1.17
H5 2.37 -2.09 2.84
C3 -1.47 -1.24 -3.88
H6 1.76 5.55 -0.82
H7 2.22 -0.26 0.73
H8 -3.63 1.02 3.19
H9 -4.11 1.81 -3.08
C4 -0.42 -1.27 -3.00
C5 1.02 -0.61 3.09
C6 -3.61 2.03 2.77
O4 -2.00 1.78 -1.48
C7 0.26 -2.50 -2.73
C8 1.03 2.25 -0.94
N2 2.18 -1.23 1.01
O5 0.92 1.19 -0.18
H10 -4.42 2.63 3.20
O6 -0.20 2.90 2.81
O7 -2.72 -0.21 -0.99
N3 -0.02 -0.15 -2.25
C9 1.93 -3.59 -1.63
C10 0.50 -4.87 -3.05
N4 1.05 -0.84 4.42
O8 -2.28 -0.65 1.69
O9 -0.95 0.73 4.34
Zr1 -0.93 0.27 0.20
C11 1.34 4.44 -2.61
H11 -1.62 -4.53 -4.72
C12 -1.26 2.30 2.45
H12 0.17 -5.80 -3.50
H13 1.45 3.59 0.68
H14 0.84 3.13 -4.23
C13 1.36 3.50 -0.39
H15 1.40 -1.67 0.52
H16 -4.75 0.26 -2.41
C14 0.99 3.23 -3.16
H17 -2.73 -2.38 -5.20
H18 2.09 -5.73 -1.91
C15 0.39 0.87 -2.91
O10 -0.90 -2.74 2.81
Br1 1.58 5.95 -3.74
C16 -1.28 -3.62 -4.26
N5 1.95 -1.29 2.39
H19 -3.74 1.98 1.69
C17 0.81 2.13 -2.32
C18 1.55 -4.83 -2.18
H20 -1.99 -0.31 -4.04
H21 2.77 -3.54 -0.95
N6 0.23 0.25 2.45
O11 -2.40 2.69 3.11
C19 -0.19 -3.67 -3.36
N7 -0.69 0.95 3.20
Se1 -1.74 -2.25 1.52
C20 -2.91 0.93 -1.53
C21 -1.90 -2.43 -4.52



Q: What is the energy above the lowest of the compared OMol25 structures with the same formula, charge and spin in the fourth record?
A: 2.4068 eV



Q: Which of these has the highest energy above the lowest of the compared OMol25 structures with the same formula, charge and spin?
A: CH3ClN2O2